DFT (ωB97M-V/def2-TZVPD) results for one molecule with the formula C24H30N2O3.

XYZ file:
```
59
Properties=species:S:1:pos:R:3
C -5.68 2.20 2.66
H -0.44 -0.13 -4.72
C 5.39 -3.44 -0.13
C 4.66 -4.22 -1.01
C 0.34 -0.57 -4.11
C -4.88 0.90 2.89
N -3.02 1.80 1.51
C 3.67 -3.67 -1.79
H 6.16 -3.90 0.47
C 5.12 -2.08 -0.04
H -5.75 3.67 4.31
H -3.09 1.84 3.58
H -3.01 0.97 -1.76
H -4.02 0.36 0.39
C -0.40 1.42 -1.08
H 2.84 -2.82 -4.30
C -1.46 3.26 0.31
C -1.72 2.44 1.58
C 4.12 -1.52 -0.83
H -5.19 0.11 2.21
H -2.19 4.06 0.25
C 1.49 -0.74 -2.01
H 3.09 -4.30 -2.46
C 0.49 -0.17 -2.78
H 6.41 -2.45 2.32
H -1.54 3.06 -1.83
H -6.19 0.00 4.38
C 2.34 -1.70 -2.54
H -0.46 3.69 0.38
H -6.57 2.02 2.06
H -2.83 0.21 2.91
H 7.16 -0.85 2.18
C -3.06 0.88 0.39
H -3.72 2.39 -0.98
H 7.62 -2.14 1.04
H -0.91 1.70 1.71
H -1.71 3.11 2.44
C -3.38 1.16 2.77
C -1.57 2.40 -0.95
H 1.06 -1.82 -5.68
O 5.78 -1.21 0.78
C 2.18 -2.09 -3.87
H -4.47 -0.01 4.86
C -5.24 0.56 4.34
H -5.05 2.93 2.16
H -1.10 1.09 -2.95
C -6.06 2.65 4.09
C 3.39 -2.31 -1.71
O -5.38 1.80 4.99
C 6.79 -1.71 1.62
H -2.26 0.12 0.46
C 1.18 -1.52 -4.65
H 1.60 -0.44 -0.98
H -7.14 2.57 4.24
H 4.86 -5.28 -1.07
O 0.42 1.23 -0.21
H 3.94 -0.46 -0.75
N -0.39 0.80 -2.29
C -2.91 1.66 -0.91
```

Structure (SMILES): COc1cccc(-c2cccc(NC(=O)C3CCN(C[C@@H]4CCOC4)CC3)c2)c1
2S+1: 1
DFT total energy, Ha: -1267.77588
Total charge: 0
LUMO level, hartree: 0.024
Energy relative to the best compared isomer or geometry (same formula, charge and spin), kcal/mol: 56.8
Gap between HOMO and LUMO, eV: 8.96

---

DFT (ωB97M-V/def2-TZVPD) results for one molecule with the formula C24H30N2O3.

XYZ file:
```
59
Properties=species:S:1:pos:R:3
H -7.08 -1.31 0.94
H 5.66 2.63 4.63
C -0.44 -0.19 -3.21
H -0.33 2.43 -2.46
H -0.72 3.05 -0.85
O -5.18 -3.28 0.69
C 1.26 2.19 -1.04
H 3.99 -1.15 0.17
H -1.18 -1.57 1.69
C -2.12 -1.42 1.16
H -2.94 -3.30 1.81
H 1.40 -0.35 -0.28
H -2.77 -1.07 -2.24
N -0.93 0.99 -1.10
H 1.74 3.12 -1.35
C 4.95 2.61 2.62
C 1.26 -0.16 -1.36
H -1.98 -0.02 -4.72
C -2.32 -0.26 0.43
H -0.40 0.53 0.93
N 1.86 1.09 -1.76
O -2.73 -1.09 -3.21
H 5.68 0.19 4.89
C 3.88 0.97 -0.32
H -7.53 -2.72 1.89
H 3.67 0.25 -2.31
C 3.32 1.09 -1.70
H 1.38 2.09 0.05
C -0.24 -0.15 -1.69
H -8.40 -2.35 0.40
C 5.35 2.01 3.80
H -3.71 0.79 -0.81
H -5.44 -0.92 -0.71
C 4.97 -0.21 2.92
C -1.27 0.80 0.30
C 4.56 1.77 1.59
C -4.52 -1.08 -0.17
C -6.45 -3.20 0.09
C -1.91 -0.03 -3.63
H -1.67 1.75 0.67
C 4.11 -0.12 0.46
C 4.57 0.37 1.72
H 4.98 -1.29 3.03
H 3.67 2.03 -2.14
C 5.36 0.62 3.95
C -3.53 -0.11 -0.23
C -7.43 -2.33 0.88
C -4.31 -2.24 0.57
C -3.09 -2.39 1.24
H -6.37 -2.85 -0.95
H -6.81 -4.24 0.07
H 1.74 -0.98 -1.91
H 4.94 3.68 2.50
H 0.15 0.60 -3.68
O 4.14 2.12 0.35
H -2.29 0.93 -3.25
H -0.69 -1.05 -1.26
C -0.23 2.23 -1.39
H -0.08 -1.15 -3.58
```

Structure (SMILES): CCOc1ccc(CN2CCN(Cc3cc4ccccc4o3)C[C@@H]2CCO)cc1
2S+1: 1
DFT total energy, Ha: -1267.74331
Total charge: 0
LUMO level, hartree: 0.027
Energy relative to the best compared isomer or geometry (same formula, charge and spin), kcal/mol: 77.2
Gap between HOMO and LUMO, eV: 8.88

---

DFT (ωB97M-V/def2-TZVPD) results for one molecule with the formula C24H30N2O5.

XYZ file:
```
61
Properties=species:S:1:pos:R:3
C 0.47 2.99 0.01
H 3.86 -2.46 -0.23
H -2.72 -4.29 -1.86
C 0.89 -1.55 -0.70
H 2.02 0.13 2.65
C 2.05 -0.89 2.25
H -0.29 0.50 -1.37
C 4.46 -0.68 1.64
C -3.14 2.73 1.34
H 0.76 1.96 -3.29
H 2.11 2.26 -1.19
H 2.03 4.09 -2.90
H 4.49 0.30 2.11
H 0.57 4.81 -2.21
H 2.75 1.04 0.42
H -0.93 0.69 2.92
C 1.77 -2.66 -0.34
H -0.63 2.98 -0.03
C 1.02 2.17 -1.18
N -3.11 -1.76 0.35
O -1.31 -2.07 1.75
C -2.14 -1.36 1.24
C 3.02 -2.35 0.46
H 0.82 4.02 -0.05
H 5.20 -0.71 0.84
C -2.47 -3.30 -1.47
C -0.46 -1.79 -1.19
O 0.93 2.51 1.24
H 3.48 -0.02 -0.79
H -0.63 2.66 -2.47
H -4.59 2.11 -0.15
C -3.24 -3.11 -0.16
O -1.21 -0.86 -1.52
O -4.78 -0.81 -0.93
C 1.37 -0.24 -0.59
O 1.57 -3.81 -0.68
H -0.43 -3.68 -2.10
C -2.34 0.10 1.42
H -1.65 3.06 2.83
C 0.95 4.06 -2.90
N 0.64 0.79 -1.02
H -4.30 -3.30 -0.32
C 3.06 -0.98 1.10
H 0.60 1.60 1.36
H 0.60 4.31 -3.90
C -1.71 1.00 2.25
H -0.66 -3.75 -0.37
C -3.87 -0.71 -0.14
C 2.72 0.04 0.01
H -2.79 -2.55 -2.19
H 4.74 -1.42 2.39
H 3.13 -3.14 1.20
C -3.38 0.50 0.57
H -2.85 -3.78 0.61
H 2.35 -1.56 3.06
C 0.46 2.67 -2.52
H 1.06 -1.18 1.93
H -3.44 3.77 1.32
C -3.79 1.81 0.51
C -0.96 -3.21 -1.27
C -2.13 2.33 2.20
```

Structure (SMILES): CC[C@@H](CO)NC1=C(C(=O)CCCN2C(=O)c3ccccc3C2=O)C(=O)CC(C)(C)C1
2S+1: 1
DFT total energy, Ha: -1418.33863
Total charge: 0
LUMO level, hartree: -0.010
Energy relative to the best compared isomer or geometry (same formula, charge and spin), kcal/mol: 2.8
Gap between HOMO and LUMO, eV: 8.29

---

DFT (ωB97M-V/def2-TZVPD) results for one molecule with the formula C24H30N4O2S.

XYZ file:
```
61
Properties=species:S:1:pos:R:3
C 2.07 -3.73 2.68
C 1.41 3.29 1.87
C 0.79 3.31 0.33
H -4.78 -1.54 -7.39
C 1.43 1.65 3.90
H 4.36 -2.33 0.90
H 0.11 1.40 0.59
H -2.47 -0.44 -2.59
H -2.89 -3.24 -7.22
C 3.32 -3.97 2.32
H 3.93 -4.20 3.15
H 1.72 -3.58 3.94
C -0.44 2.04 -1.27
H -2.18 0.99 2.57
S -1.31 -1.22 1.63
C -0.13 -0.75 2.83
N -0.40 0.09 3.73
H -4.36 0.57 -6.39
C -0.55 2.49 3.03
H 1.62 -1.10 3.55
H 0.26 -3.13 1.51
N 0.77 1.96 2.59
H 1.85 2.36 4.40
C -1.61 -0.99 -5.27
H 1.98 -2.51 -0.06
H 1.38 -4.73 2.67
H -1.08 -2.98 -5.67
H 0.10 3.92 -2.13
H 2.37 1.09 3.48
C -1.88 1.59 -3.46
H 3.97 -1.79 2.42
H -0.06 1.12 5.45
C -2.48 0.29 -5.43
C 3.59 -2.42 1.68
H -2.14 1.52 4.31
C -0.31 2.93 -2.23
C -3.90 -1.17 -6.85
H 1.24 -0.05 5.07
C -1.03 1.00 -1.47
N 0.18 2.11 -0.15
H -0.73 -0.85 -4.64
C 2.17 -2.04 0.83
C -1.83 0.63 -2.51
C -0.94 2.68 -3.46
H -0.94 -0.05 -0.70
C -1.63 -2.06 -5.97
H -0.50 3.18 3.72
N 0.84 -1.58 2.92
H 2.02 -0.94 0.72
C 0.53 0.72 4.61
O -2.28 1.25 -4.75
H 2.15 2.75 1.71
O 0.90 4.32 -0.15
H 1.51 4.18 2.27
C -2.96 -2.30 -6.60
C -1.37 1.19 3.60
H -1.04 3.02 2.21
H 3.18 -4.53 1.39
C 1.21 -2.53 2.06
C -3.73 -0.08 -6.11
H -1.02 3.21 -4.18
```

Structure (SMILES): O=C(CN1CCN(C(=S)NC2CCCC2)CC1)Nc1ccc(Oc2ccccc2)cc1
2S+1: 1
DFT total energy, Ha: -1699.54051
Total charge: 0
LUMO level, hartree: 0.008
Energy relative to the best compared isomer or geometry (same formula, charge and spin), kcal/mol: 467.3
Gap between HOMO and LUMO, eV: 7.43